Molecular formula: C4H7N2
Method: DFT, the ωB97M-V functional and the def2-TZVPD basis

The LUMO energy (spin up / spin down) comes out at -0.209 / -0.209 Ha. As for the largest force on an atom: 8.289 eV/A. The net charge is +1. As for the SMILES: CC/C=[N+]1C=N/1. Its HOMO energy (spin up / spin down) is -15.03 / -15.04 eV.

The geometry in XYZ format:
```
13
Properties=species:S:1:pos:R:3:forces:R:3
C 1.69095 1.35252 -0.17874 -0.0794 0.1186 -0.1118
C 0.87661 0.06618 -0.11021 1.2572 -0.3856 -0.2460
C -0.50507 0.24577 0.24123 -4.7197 -6.7627 -0.8329
N -1.40745 -0.96419 0.11704 4.1122 7.0355 0.9444
C -2.53573 -1.71435 0.18273 0.5555 0.4576 0.0038
N -1.53373 -2.38037 -0.19637 0.0623 -0.5075 -0.1536
H 1.66677 1.89328 0.76243 0.0101 0.0598 0.1046
H 2.72579 1.10175 -0.39952 -0.0075 0.0210 0.0163
H 1.32842 2.00475 -0.97037 -0.0041 0.0548 -0.0131
H 0.94887 -0.48712 -1.05684 -0.1428 0.0695 0.0641
H 1.34049 -0.61937 0.61663 -0.1635 0.0468 0.0527
H -1.02432 1.12724 0.56650 -0.3532 0.1132 0.1235
H -3.57159 -1.62611 0.42548 -0.5271 -0.3209 0.0479
```
Positions in Å, forces in eV/Å.